Record 1
Computed, not measured: a molecular structure, C32H20Cl93N2O2 in a non-equilibrium geometry, with ωB97M-V with the def2-TZVPD basis set.

Positions of all 149 atoms, in Å:
C -2.696 2.949 -0.058
C -1.603 4.067 0.537
O -1.229 4.999 -0.537
C -0.818 6.314 -0.023
C 0.827 6.558 -0.042
O 1.575 5.505 -0.743
N 2.450 6.003 -1.638
C 2.678 4.913 -2.673
C 4.219 4.369 -2.776
N 4.121 2.917 -3.290
C 5.030 4.287 -1.354
C 4.706 5.509 -0.312
Cl 4.054 4.758 1.251
C 3.711 6.586 -1.041
H -3.779 3.168 0.391
H -2.715 3.126 -1.237
H -2.318 1.873 0.210
H -0.614 3.547 0.909
H -2.135 4.556 1.459
H -1.276 7.205 -0.667
H -1.211 6.494 1.085
H 1.064 7.652 -0.382
H 1.157 6.494 1.102
H 1.978 6.798 -2.165
H 1.925 4.014 -2.455
H 2.375 5.328 -3.745
H 4.857 4.935 -3.611
H 5.085 2.504 -3.362
H 3.691 2.411 -2.461
H 4.919 3.245 -0.794
H 6.188 4.363 -1.627
H 5.713 6.083 -0.029
H 3.472 7.425 -0.226
H 4.330 7.161 -1.884
C 1.163 1.331 -5.819
Cl 2.119 -0.105 -5.373
Cl 1.859 2.078 -7.279
Cl -0.520 0.846 -6.145
Cl 1.193 2.505 -4.478
C -2.416 -1.658 -0.244
Cl -1.460 -3.093 0.202
Cl -1.720 -0.910 -1.704
Cl -4.099 -2.143 -0.570
Cl -2.385 -0.484 1.097
C 1.946 -5.814 -0.704
Cl 0.622 -4.711 -0.253
Cl 3.482 -4.911 -0.750
Cl 2.064 -7.124 0.498
Cl 1.618 -6.510 -2.311
C -3.959 -2.654 4.380
Cl -5.691 -2.420 4.035
Cl -3.108 -3.088 2.876
Cl -3.275 -1.145 5.035
Cl -3.762 -3.963 5.572
C -6.987 4.991 0.291
Cl -7.545 6.670 0.503
Cl -7.407 4.039 1.737
Cl -7.777 4.279 -1.139
Cl -5.220 4.977 0.063
C 7.312 1.399 1.235
Cl 6.651 -0.236 1.490
Cl 6.060 2.610 1.609
Cl 8.715 1.646 2.305
Cl 7.821 1.575 -0.463
C -8.434 0.311 3.112
Cl -9.732 1.463 2.709
Cl -9.097 -1.342 3.146
Cl -7.149 0.411 1.883
Cl -7.759 0.713 4.711
C 4.873 3.826 -9.328
Cl 5.829 2.390 -8.882
Cl 5.569 4.573 -10.788
Cl 3.190 3.340 -9.654
Cl 4.904 4.999 -7.988
C 1.569 -2.333 -9.171
Cl 0.954 -2.615 -10.819
Cl 1.270 -0.639 -8.707
Cl 0.733 -3.417 -8.031
Cl 3.320 -2.660 -9.127
C 1.389 -0.127 2.358
Cl 0.537 -0.548 3.865
Cl 1.631 -1.598 1.382
Cl 0.418 1.046 1.433
Cl 2.971 0.591 2.751
C -12.753 -1.758 5.185
Cl -14.173 -1.025 5.973
Cl -11.743 -2.563 6.412
Cl -13.294 -2.957 3.983
Cl -11.803 -0.489 4.373
C -15.253 2.758 5.620
Cl -16.654 1.889 6.296
Cl -14.537 3.798 6.877
Cl -14.038 1.581 5.060
Cl -15.784 3.763 4.248
C -6.595 -3.928 -3.630
Cl -6.669 -3.598 -1.880
Cl -4.924 -4.345 -4.086
Cl -7.676 -5.288 -4.024
Cl -7.112 -2.479 -4.529
C 7.636 -4.321 -1.990
Cl 6.289 -3.715 -0.993
Cl 8.455 -5.653 -1.135
Cl 7.003 -4.915 -3.546
Cl 8.797 -3.002 -2.285
C -5.377 -4.912 9.297
Cl -5.450 -4.583 11.047
Cl -3.706 -5.330 8.841
Cl -6.458 -6.273 8.903
Cl -5.893 -3.464 8.398
C 8.608 0.258 -6.366
Cl 7.283 1.361 -5.915
Cl 10.143 1.161 -6.412
Cl 8.725 -1.052 -5.165
Cl 8.280 -0.438 -7.973
C -0.882 -8.285 2.949
Cl -1.497 -8.567 1.301
Cl -1.182 -6.591 3.413
Cl -1.718 -9.369 4.089
Cl 0.869 -8.612 2.993
C 13.458 3.834 -6.827
Cl 12.798 2.199 -6.572
Cl 12.206 5.045 -6.453
Cl 14.861 4.081 -5.757
Cl 13.967 4.010 -8.525
C 0.448 -6.002 8.447
Cl -0.167 -6.284 6.799
Cl 0.149 -4.307 8.911
Cl -0.388 -7.086 9.587
Cl 2.199 -6.329 8.491
C -3.280 -7.536 -2.239
Cl -4.571 -6.506 -1.571
Cl -3.181 -9.048 -1.302
Cl -3.645 -7.915 -3.941
Cl -1.724 -6.675 -2.143
C -3.993 -7.661 13.713
Cl -5.291 -6.508 13.309
Cl -4.656 -9.314 13.746
Cl -2.707 -7.561 12.483
Cl -3.318 -7.259 15.312
C 10.859 -1.357 0.975
Cl 9.458 -2.226 1.651
Cl 11.575 -0.316 2.232
Cl 12.074 -2.534 0.415
Cl 10.329 -0.352 -0.397
C -1.278 6.016 -4.808
Cl -2.651 6.858 -5.569
Cl 0.216 6.947 -5.081
Cl -1.571 5.864 -3.057
Cl -1.105 4.393 -5.524

Its spin multiplicity is 1. The total charge is +1. The value obtained for the HOMO-LUMO gap is 8.6 eV.



Record 2
Computed, not measured: a molecular structure, C32H20F18IrNO3 in a non-equilibrium geometry, with ωB97M-V with the def2-TZVPD basis set.

Positions of all 75 atoms, in Å:
Ir 0.454 0.841 -0.157
C 3.023 -2.459 5.388
C 2.426 -2.142 4.040
C 3.002 -2.628 2.870
C 2.471 -2.297 1.646
C 1.339 -1.467 1.510
N 0.907 -1.137 0.231
C 0.929 -2.085 -0.770
C 0.480 -3.384 -0.446
C 0.503 -4.424 -1.347
C 0.967 -4.225 -2.643
C 1.027 -5.349 -3.647
C 1.362 -2.942 -2.988
C 1.343 -1.865 -2.102
C 1.861 -0.481 -2.546
O 1.184 0.597 -2.110
C 3.387 -0.453 -2.150
F 4.082 -1.501 -2.676
F 3.559 -0.539 -0.830
F 4.010 0.658 -2.570
C 1.804 -0.307 -4.110
F 2.722 -1.015 -4.822
F 0.602 -0.666 -4.593
F 1.997 0.969 -4.455
C 0.752 -0.974 2.690
C 1.312 -1.328 3.919
C -0.525 -0.108 2.626
O -0.582 0.874 1.707
C -1.734 -1.095 2.431
F -2.925 -0.483 2.552
F -1.715 -1.667 1.225
F -1.739 -2.112 3.334
C -0.785 0.642 3.984
F 0.305 1.320 4.382
F -1.153 -0.141 5.033
F -1.766 1.545 3.855
H 3.474 -3.453 5.388
H 2.268 -2.421 6.174
H 3.806 -1.739 5.643
H 3.885 -3.259 2.922
H 2.937 -2.661 0.740
H 0.111 -3.549 0.558
H 0.150 -5.405 -1.041
H 1.091 -6.315 -3.145
H 1.897 -5.241 -4.298
H 0.138 -5.360 -4.285
H 1.725 -2.797 -3.995
H 0.866 -0.977 4.836
C 2.159 1.718 0.408
C 3.327 2.046 0.354
C 4.700 2.429 0.308
C 5.093 3.628 -0.301
C 6.430 3.985 -0.366
C 7.406 3.156 0.175
C 7.029 1.959 0.771
C 5.693 1.597 0.840
H 4.329 4.263 -0.729
H 6.717 4.914 -0.845
H 8.452 3.434 0.122
H 7.785 1.300 1.183
H 5.395 0.662 1.295
C -1.863 3.425 0.567
C -1.816 2.923 -0.891
O -1.432 1.641 -1.038
C -3.251 3.071 -1.474
F -4.092 2.214 -0.872
F -3.335 2.826 -2.792
F -3.786 4.309 -1.286
C -0.870 3.874 -1.690
F 0.364 3.833 -1.170
F -1.251 5.184 -1.644
F -0.766 3.561 -2.985
H -2.666 2.908 1.090
H -2.007 4.504 0.627
H -0.929 3.136 1.047

Its spin multiplicity is 1. The total charge is -2. The value obtained for the HOMO-LUMO gap (alpha / beta) is 6.1 / 6.1 eV.



- Which formula does entry 2 have?
  C32H20F18IrNO3